*one*
Density functional theory data (ωB97M-V/def2-TZVPD) for a 2-piece molecular cluster, C4H5F3 overall.

Atoms and positions in Å:
C 3.056 -0.939 0.006
C 2.140 -0.086 0.370
C -1.105 0.580 -0.235
C -0.669 -0.592 0.531
F 4.337 -0.610 -0.339
F 2.162 1.246 0.420
F -0.717 -1.792 -0.034
H 2.893 -2.003 -0.022
H -0.488 1.444 0.012
H -1.051 0.381 -1.302
H -2.138 0.842 0.022
H -0.601 -0.623 1.604

## Properties
Highest occupied orbital energy (alpha / beta)   -9.78 / -8.25 eV

***

*two*
Density functional theory data (ωB97M-V/def2-TZVPD) for one molecule with the formula C4H5F3.

Atoms and positions in Å:
C -1.237 0.067 -0.009
C -0.034 -0.867 0.030
F -0.405 -1.788 0.982
F 0.237 -1.663 -1.128
C 1.323 -0.372 0.488
C 2.399 -0.299 -0.313
F 3.562 0.104 0.124
H -1.779 -0.247 -0.852
H -1.784 -0.154 0.874
H -0.832 1.060 0.028
H 1.245 -0.311 1.629
H 2.457 -0.483 -1.352

## Properties
Highest occupied orbital energy   -10.17 eV

***

Unit: hartree. Relative energies: *one* 0.1507; *two* 0.0000.

***

*one*
Density functional theory data (ωB97M-V/def2-TZVPD) for a 2-piece molecular cluster, C2H10N2 overall.

Atoms and positions in Å:
C -0.656 -0.229 -0.265
C -0.549 -0.598 1.211
N -1.560 -1.591 1.631
H 0.306 0.048 -0.670
H -1.513 0.408 -0.498
H -1.088 -1.144 -0.724
H -0.599 0.329 1.801
H 0.396 -1.133 1.348
H -1.805 -1.394 2.587
H -2.380 -1.488 1.047
N 2.314 2.051 -1.951
H 1.568 1.378 -2.146
H 2.456 1.773 -0.983
H 3.110 1.590 -2.387

## Properties
Highest occupied orbital energy   -9.43 eV

***

*two*
Density functional theory data (ωB97M-V/def2-TZVPD) for a 2-piece molecular cluster, C2H10N2 overall.

Atoms and positions in Å:
C -1.346 -0.468 -1.417
N -0.237 -0.067 -0.591
C 0.791 -1.065 -0.460
H -2.051 -1.190 -0.976
H -1.909 0.386 -1.798
H -0.954 -0.906 -2.345
H -0.524 0.579 0.115
H 1.262 -1.189 -1.429
H 0.376 -2.040 -0.147
H 1.546 -0.769 0.254
N 0.881 1.454 2.349
H 0.187 1.950 2.893
H 1.552 2.161 2.055
H 0.427 1.163 1.496

## Properties
Highest occupied orbital energy   -8.47 eV

***

Unit: hartree. Relative energies: *one* 0.0000; *two* 0.0051.